Entry 1:
Computed, not measured: a cluster of 13 separate species, C51H108F21N6O28S7 in total, with the ωB97M-V functional and the def2-TZVPD basis.

XYZ file:
```
221
C51H108F21N6O28S7 the ωB97M-V functional and the def2-TZVPD basis
C -3.762 7.858 -1.260
C -4.994 7.316 -0.543
C -4.863 7.262 0.999
C -6.163 6.834 1.720
N -6.045 6.522 3.263
C -7.388 6.026 3.715
C -7.003 5.149 4.863
C -5.885 4.319 4.291
C -5.022 5.395 3.574
C -5.666 7.821 3.982
H -3.627 8.863 -0.858
H -3.898 7.885 -2.341
H -2.847 7.307 -1.044
H -5.349 6.348 -0.897
H -5.797 7.994 -0.832
H -4.569 8.230 1.404
H -3.963 6.651 1.070
H -6.577 5.891 1.362
H -6.896 7.640 1.716
H -8.007 6.897 3.929
H -7.956 5.512 2.940
H -6.596 5.727 5.692
H -7.861 4.546 5.161
H -5.196 3.863 5.002
H -6.290 3.614 3.565
H -4.214 5.749 4.215
H -4.494 5.033 2.692
H -6.425 8.564 3.737
H -4.700 8.167 3.613
H -5.579 7.584 5.042
C 10.692 1.937 1.347
C 10.200 2.978 0.278
C 8.638 3.127 0.131
C 7.911 4.432 -0.208
N 6.321 4.293 -0.362
C 5.993 3.699 -1.745
C 5.720 4.893 -2.574
C 5.007 5.874 -1.689
C 5.612 5.632 -0.274
C 5.702 3.367 0.715
H 11.725 2.190 1.587
H 10.545 0.908 1.021
H 10.093 2.112 2.241
H 10.678 2.730 -0.669
H 10.485 3.970 0.627
H 8.279 2.680 1.058
H 8.292 2.314 -0.506
H 8.342 4.746 -1.159
H 8.042 5.053 0.679
H 5.075 3.113 -1.718
H 6.891 3.213 -2.125
H 4.961 4.817 -3.353
H 6.571 5.314 -3.110
H 3.957 5.580 -1.702
H 5.064 6.894 -2.069
H 4.874 5.668 0.527
H 6.356 6.424 -0.182
H 6.212 2.404 0.678
H 4.637 3.374 0.484
H 5.927 3.873 1.654
C -6.900 -10.462 4.557
O -6.512 -9.552 3.420
C -5.294 -8.792 3.605
C -4.927 -7.920 2.406
N -6.144 -7.149 1.891
H -6.871 -7.782 1.587
H -6.581 -6.740 2.705
C -5.902 -5.920 0.992
C -5.400 -6.255 -0.412
O -4.174 -7.012 -0.396
C -3.715 -7.567 -1.586
H -6.082 -11.063 4.956
H -7.776 -11.068 4.327
H -7.157 -9.767 5.356
H -4.402 -9.383 3.813
H -5.509 -8.159 4.466
H -4.666 -8.518 1.533
H -4.191 -7.170 2.696
H -5.229 -5.224 1.493
H -6.894 -5.502 0.822
H -5.245 -5.289 -0.894
H -6.212 -6.794 -0.900
H -3.069 -6.938 -2.197
H -4.525 -7.860 -2.254
H -3.247 -8.520 -1.336
C -0.227 -5.362 8.668
O 0.568 -6.547 8.772
C 0.844 -7.160 7.553
C 1.646 -8.431 7.666
N 2.873 -8.171 8.572
H 2.711 -7.894 9.529
H 3.272 -9.093 8.673
C 3.933 -7.234 8.073
C 4.329 -7.444 6.589
O 4.937 -8.695 6.247
C 6.118 -9.056 7.062
H -0.906 -5.403 7.816
H 0.482 -4.575 8.410
H -0.837 -5.205 9.557
H 1.434 -6.415 7.019
H -0.097 -7.342 7.034
H 2.141 -8.754 6.750
H 0.951 -9.211 7.976
H 4.782 -7.352 8.746
H 3.530 -6.252 8.321
H 5.045 -6.642 6.411
H 3.531 -7.400 5.848
H 6.905 -8.318 7.211
H 6.531 -10.015 6.748
H 5.727 -9.200 8.069
C -1.427 -0.870 3.961
O -1.048 -0.672 2.610
C -0.820 -1.848 1.848
C -0.556 -1.629 0.335
N -1.317 -0.463 -0.282
H -1.221 -0.391 -1.284
H -2.292 -0.547 -0.029
C -0.865 0.931 0.278
C -0.885 1.923 -0.870
O -0.059 1.424 -1.880
C 0.232 2.346 -2.983
H -0.502 -1.056 4.506
H -2.222 -1.601 4.104
H -1.817 0.040 4.417
H -1.716 -2.469 1.860
H 0.003 -2.418 2.280
H -0.980 -2.398 -0.310
H 0.479 -1.466 0.034
H 0.138 0.758 0.667
H -1.510 1.261 1.092
H -0.395 2.822 -0.493
H -1.876 2.039 -1.308
H 0.083 3.366 -2.629
H -0.322 2.097 -3.889
H 1.295 2.201 -3.175
C 5.069 4.135 -11.731
C 3.540 4.083 -11.279
N 3.049 2.675 -10.797
C 2.769 1.740 -11.994
C 4.222 1.949 -10.005
C 4.832 2.744 -8.808
C 1.843 2.841 -9.863
C 0.603 3.481 -10.536
O 0.110 2.397 -11.379
C -1.068 2.774 -12.069
H 5.795 3.751 -11.014
H 5.450 5.109 -12.037
H 5.240 3.563 -12.643
H 2.794 4.302 -12.043
H 3.279 4.852 -10.552
H 2.103 0.945 -11.659
H 3.710 1.271 -12.283
H 2.318 2.276 -12.829
H 5.047 1.868 -10.712
H 3.947 0.917 -9.788
H 5.874 2.438 -8.719
H 4.197 2.484 -7.961
H 4.682 3.823 -8.857
H 2.281 3.350 -9.004
H 1.594 1.855 -9.472
H 0.870 4.392 -11.072
H -0.054 3.882 -9.764
H -1.978 2.714 -11.473
H -1.203 2.044 -12.867
H -1.006 3.759 -12.532
C 0.882 -8.668 1.208
F 1.937 -8.561 1.992
F 0.077 -7.580 1.450
F 1.240 -8.722 -0.027
S -0.205 -10.302 1.644
O -0.604 -10.204 3.046
O -1.253 -10.465 0.656
O 0.671 -11.440 1.584
C 0.323 9.374 -7.805
F -0.677 10.122 -7.313
F -0.087 8.892 -9.001
F 1.466 10.188 -7.898
S 0.645 7.886 -6.614
O 0.833 8.560 -5.332
O -0.587 7.114 -6.641
O 1.814 7.181 -7.181
C -6.951 1.882 -1.236
F -5.920 2.643 -0.941
F -7.881 1.971 -0.242
F -7.563 2.420 -2.370
S -6.430 0.066 -1.468
O -7.613 -0.729 -1.592
O -5.595 0.087 -2.721
O -5.626 -0.262 -0.294
C 0.523 4.454 5.308
F 0.924 4.787 6.552
F 1.361 3.601 4.780
F -0.721 3.957 5.296
S 0.457 6.030 4.192
O 1.822 6.565 4.144
O 0.029 5.452 2.909
O -0.477 6.922 4.846
C -7.228 -2.635 5.854
F -8.451 -2.229 5.676
F -6.521 -2.806 4.747
F -6.583 -1.779 6.638
S -7.398 -4.424 6.692
O -8.199 -4.292 7.912
O -8.108 -5.212 5.696
O -6.065 -4.940 6.902
C 2.379 -3.067 -3.764
F 2.770 -2.016 -3.050
F 3.396 -3.708 -4.380
F 1.722 -3.945 -2.958
S 1.013 -2.426 -5.010
O 0.874 -3.547 -5.981
O -0.227 -2.317 -4.134
O 1.481 -1.179 -5.581
C 4.430 -1.963 3.312
F 3.919 -0.897 2.594
F 4.041 -1.815 4.590
F 4.016 -3.138 2.849
S 6.404 -1.830 3.464
O 6.851 -2.924 4.373
O 7.010 -1.974 2.142
O 6.583 -0.541 4.046
```

Values from the calculation:
energy above the lowest of the compared OMol25 structures with the same formula, charge and spin = 0.0 kJ/mol
E_tot = -9327.2819 Ha
frontier orbital gap = 6.1726 eV
HOMO = -6.085 eV
strongest force on any atom = 4.58 eV/A
spin multiplicity = 1
net charge = -1

---

Entry 2:
Computed, not measured: a cluster of 7 separate species, H14O7 in total, with the ωB97M-V functional and the def2-TZVPD basis.

XYZ file:
```
21
H14O7 the ωB97M-V functional and the def2-TZVPD basis
H -1.107 0.281 -0.442
H 0.311 -0.151 -0.109
H 2.748 0.251 2.181
H 2.178 -0.704 1.144
H -1.745 0.076 -2.941
H -2.252 0.626 -4.264
H -4.736 -0.038 0.269
H -5.272 0.954 1.288
H 2.312 1.708 -1.893
H 1.092 1.374 -2.735
H -0.652 -2.957 2.870
H -0.438 -4.191 3.731
H 3.428 0.728 0.079
H 4.695 1.546 0.268
O -0.224 0.632 -0.277
O 2.376 0.228 1.291
O -2.549 0.370 -3.384
O -4.593 0.280 1.167
O 1.781 0.965 -2.200
O -1.102 -3.531 3.500
O 3.750 1.554 0.458
```

Values from the calculation:
SMILES = O.O.O.O.O.O.O
energy above the lowest of the compared OMol25 structures with the same formula, charge and spin = 319.4 kJ/mol
E_tot = -535.0022 Ha
frontier orbital gap = 10.4422 eV
HOMO = -10.310 eV
strongest force on any atom = 3.81 eV/A
spin multiplicity = 1

---

Entry 3:
Computed, not measured: the ion C6H14IN3 with charge +2, with the ωB97M-V functional and the def2-TZVPD basis.

XYZ file:
```
24
C6H14IN3 the ωB97M-V functional and the def2-TZVPD basis
C 1.228 -0.985 0.894
C -0.439 0.445 0.118
C 2.566 -1.456 0.595
C -2.759 1.819 -0.699
C 0.397 -1.499 -1.392
C -1.488 1.187 -1.257
N 0.800 -0.897 2.118
N -0.413 1.298 1.111
N 0.366 -0.589 -0.104
I -0.068 2.535 -2.179
H 2.744 -2.152 -0.244
H 3.264 -0.494 0.444
H 2.923 -1.883 1.474
H -2.634 2.789 -0.176
H -3.324 1.941 -1.643
H -2.995 0.973 0.005
H -0.337 -2.247 -1.297
H 1.317 -2.028 -1.496
H 0.237 -0.876 -2.359
H -1.786 0.464 -2.100
H 1.435 -1.104 2.815
H -0.134 -0.612 2.422
H -1.110 2.054 1.075
H 0.209 1.317 1.875
```

Values from the calculation:
SMILES = C/C(N)=[N+](\C)C(=[NH2+])[C@@H](C)I
energy above the lowest of the compared OMol25 structures with the same formula, charge and spin = 111.0 kJ/mol
E_tot = -698.2762 Ha
frontier orbital gap = 7.3610 eV
HOMO = -16.431 eV
strongest force on any atom = 5.31 eV/A
spin multiplicity = 1
net charge = +2

---

Entry 4:
Computed, not measured: the molecule CH4IP, with the ωB97M-V functional and the def2-TZVPD basis.

XYZ file:
```
7
CH4IP the ωB97M-V functional and the def2-TZVPD basis
C -0.459 0.709 -0.807
P 1.068 0.971 0.408
I 1.273 -1.423 1.202
H -0.606 -0.376 -0.895
H -0.378 1.008 -1.903
H -1.264 1.181 -0.430
H 0.366 -2.070 2.425
```

Values from the calculation:
energy above the lowest of the compared OMol25 structures with the same formula, charge and spin = 324.2 kJ/mol
E_tot = -679.4275 Ha
frontier orbital gap = 6.7930 eV
HOMO = -7.350 eV
strongest force on any atom = 4.26 eV/A
spin multiplicity = 1

---

> Which of these has the highest strongest force on any atom?

C6H14IN3

---

Copy entry 3 word for word.
Computed, not measured: the ion C6H14IN3 with charge +2, with the ωB97M-V functional and the def2-TZVPD basis.

XYZ file:
```
24
C6H14IN3 the ωB97M-V functional and the def2-TZVPD basis
C 1.228 -0.985 0.894
C -0.439 0.445 0.118
C 2.566 -1.456 0.595
C -2.759 1.819 -0.699
C 0.397 -1.499 -1.392
C -1.488 1.187 -1.257
N 0.800 -0.897 2.118
N -0.413 1.298 1.111
N 0.366 -0.589 -0.104
I -0.068 2.535 -2.179
H 2.744 -2.152 -0.244
H 3.264 -0.494 0.444
H 2.923 -1.883 1.474
H -2.634 2.789 -0.176
H -3.324 1.941 -1.643
H -2.995 0.973 0.005
H -0.337 -2.247 -1.297
H 1.317 -2.028 -1.496
H 0.237 -0.876 -2.359
H -1.786 0.464 -2.100
H 1.435 -1.104 2.815
H -0.134 -0.612 2.422
H -1.110 2.054 1.075
H 0.209 1.317 1.875
```

Values from the calculation:
SMILES = C/C(N)=[N+](\C)C(=[NH2+])[C@@H](C)I
energy above the lowest of the compared OMol25 structures with the same formula, charge and spin = 111.0 kJ/mol
E_tot = -698.2762 Ha
frontier orbital gap = 7.3610 eV
HOMO = -16.431 eV
strongest force on any atom = 5.31 eV/A
spin multiplicity = 1
net charge = +2

---

> Look up the energy above the lowest of the compared OMol25 structures with the same formula, charge and spin of the fourth one.

324.2 kJ/mol